## P
H4O2 | wB97M-V/def2-TZVPD

Bonds (Å) are listed after each position.
Element x y z (Å)
1 O -0.078 0.765 -1.140  H2 0.980, H3 0.975
2 H 0.209 1.631 -0.780  O1 0.980
3 H 0.700 0.177 -1.123  O1 0.975
4 O -0.678 -0.804 1.119  H5 0.951, H6 0.977
5 H -0.024 -1.380 1.499  O4 0.951
6 H -0.130 -0.389 0.425  O4 0.977

Calculated values
LUMO energy: 0.59 eV
SMILES string: O.O
Charge: 0
Orbital gap: 11.8 eV

Löwdin population analysis, charges in e, atoms 1 to 2: number 1, O, carries -0.06; number 2, H, carries 0.07

***

## Q
H4O2 | wB97M-V/def2-TZVPD

Bonds (Å) are listed after each position.
Element x y z (Å)
1 O -1.559 -0.114 -0.063  H2 0.982, H3 0.999
2 H -1.962 0.690 0.332  O1 0.982
3 H -0.689 0.215 -0.425  O1 0.999
4 O 1.264 0.114 -0.032  H5 0.962, H6 0.991
5 H 0.772 -0.636 0.315  O4 0.962
6 H 2.174 -0.268 -0.127  O4 0.991

Calculated values
LUMO energy: 0.83 eV
SMILES string: O.O
Charge: 0
Orbital gap: 12.2 eV

Löwdin population analysis, charges in e, atoms 1 to 2: number 1, O, carries -0.10; number 2, H, carries 0.05

***

## R
H4O2 | wB97M-V/def2-TZVPD

Bonds (Å) are listed after each position.
Element x y z (Å)
1 O -0.514 1.258 -0.184  H2 0.980, H3 1.035
2 H 0.122 1.930 0.139  O1 0.980
3 H -1.290 1.493 0.458  O1 1.035
4 O 0.636 -1.361 0.095  H5 0.951, H6 0.985
5 H 0.026 -2.065 0.282  O4 0.951
6 H 0.163 -0.537 -0.167  O4 0.985

Calculated values
LUMO energy: 0.60 eV
SMILES string: O.O
Charge: 0
Orbital gap: 11.4 eV

Löwdin population analysis, charges in e, atoms 1 to 2: number 1, O, carries -0.10; number 2, H, carries 0.06

***

Relative energies, eV: P 0.163; Q 0.000; R 0.065.

***

## P
H4O2 | wB97M-V/def2-TZVPD

Bonds (Å) are listed after each position.
Element x y z (Å)
1 O -1.120 0.387 -0.096  H2 1.033, H3 0.979
2 H -1.392 -0.083 0.782  O1 1.033
3 H -1.272 -0.303 -0.775  O1 0.979
4 O 1.528 0.234 -0.112  H5 0.955, H6 0.954
5 H 1.591 -0.714 -0.010  O4 0.955
6 H 0.665 0.480 0.211  O4 0.954

Calculated values
LUMO energy: 0.52 eV
SMILES string: O.O
Charge: 0
Orbital gap: 11.4 eV

Löwdin population analysis, charges in e, atoms 1 to 2: number 1, O, carries -0.10; number 2, H, carries 0.11

***

## Q
H4O2 | wB97M-V/def2-TZVPD

Bonds (Å) are listed after each position.
Element x y z (Å)
1 O 1.397 -0.452 -0.176  H2 0.997, H3 0.979
2 H 1.462 -1.102 -0.930  O1 0.997
3 H 0.429 -0.319 -0.109  O1 0.979
4 O -1.200 0.458 0.228  H5 0.960, H6 1.007
5 H -1.856 0.592 -0.460  O4 0.960
6 H -1.609 0.784 1.088  O4 1.007

Calculated values
LUMO energy: 0.58 eV
SMILES string: O.O
Charge: 0
Orbital gap: 11.3 eV

Löwdin population analysis, charges in e, atoms 1 to 2: number 1, O, carries -0.11; number 2, H, carries 0.05

***

Relative energies, eV: P 0.153; Q 0.000.

***

## P
C5H14 | wB97M-V/def2-TZVPD

Bonds (Å) are listed after each position.
Element x y z (Å)
1 C -1.375 0.808 1.541  C2 1.593, H4 1.120, H5 1.101, H6 1.077
2 C 0.099 1.325 1.857  C1 1.593, C3 1.569, H7 1.076, H8 1.060
3 C 1.161 0.679 0.900  C2 1.569, H9 1.042, H10 1.020, H11 1.132
4 H -1.486 -0.236 1.931  C1 1.120
5 H -2.120 1.293 2.189  C1 1.101
6 H -1.670 0.949 0.515  C1 1.077
7 H 0.306 0.937 2.840  C2 1.076
8 H 0.227 2.371 1.740  C2 1.060
9 H 1.269 1.315 0.082  C3 1.042
10 H 0.752 -0.226 0.670  C3 1.020
11 H 2.185 0.478 1.341  C3 1.132
12 C -0.483 -0.893 -2.401  C13 1.514, H14 1.128, H15 1.070, H16 1.101
13 C 0.649 -1.435 -1.554  C12 1.514, H17 1.118, H18 1.096, H19 1.058
14 H -0.435 -1.376 -3.419  C12 1.128
15 H -1.370 -1.242 -1.915  C12 1.070
16 H -0.450 0.207 -2.423  C12 1.101
17 H 0.134 -1.857 -0.655  C13 1.118
18 H 1.498 -0.801 -1.275  C13 1.096
19 H 1.107 -2.296 -1.964  C13 1.058

Calculated values
LUMO energy: 1.15 eV
SMILES string: CCC.CC
Charge: 0
Orbital gap: 12.2 eV

Löwdin population analysis, charges in e, atoms 1 to 2: number 1, C, carries -0.11; number 2, C, carries -0.26

***

## Q
C5H14 | wB97M-V/def2-TZVPD

Bonds (Å) are listed after each position.
Element x y z (Å)
1 C -1.723 1.839 -0.152  C2 1.499, H4 1.108, H5 1.087, H6 1.093
2 C -0.311 1.343 -0.073  C1 1.499, C3 1.578, H7 1.103, H8 1.085
3 C 0.770 2.352 -0.626  C2 1.578, H9 1.079, H10 1.078, H11 1.076
4 H -2.342 0.921 -0.194  C1 1.108
5 H -1.904 2.353 -1.093  C1 1.087
6 H -1.999 2.415 0.734  C1 1.093
7 H 0.186 1.238 0.906  C2 1.103
8 H -0.158 0.436 -0.648  C2 1.085
9 H 1.323 2.951 0.081  C3 1.079
10 H 1.594 1.929 -1.177  C3 1.078
11 H 0.372 3.071 -1.321  C3 1.076
12 C 0.142 -2.545 -0.166  C13 1.555, H14 1.098, H15 1.100, H16 1.126
13 C 1.047 -2.852 1.061  C12 1.555, H17 1.100, H18 1.101, H19 1.076
14 H -0.358 -1.580 -0.323  C12 1.098
15 H 0.672 -2.607 -1.129  C12 1.100
16 H -0.828 -3.098 -0.027  C12 1.126
17 H 1.850 -3.419 0.564  C13 1.100
18 H 1.593 -2.088 1.635  C13 1.101
19 H 0.468 -3.482 1.713  C13 1.076

Calculated values
LUMO energy: 1.07 eV
SMILES string: CCC.CC
Charge: 0
Orbital gap: 12.1 eV

Löwdin population analysis, charges in e, atoms 1 to 2: number 1, C, carries -0.12; number 2, C, carries -0.30

***

Relative energies, eV: P 0.000; Q 0.222.